# 1
{"formula": "C4H8ClN", "method": "ωB97M-V/def2-TZVPD", "elements": ["C", "C", "C", "C", "H", "H", "H", "H", "H", "H", "H", "H", "N", "Cl"], "coordinates": [[0.83106, 1.80056, 0.52981], [0.57937, 0.39033, 0.01353], [-0.66035, -0.39710, 0.08499], [-0.85142, -1.41267, -1.06223], [1.80132, 1.82192, 1.02754], [0.06611, 2.07401, 1.24416], [0.70046, 2.47309, -0.30617], [1.10175, 0.35513, -0.92894], [0.47205, -0.58878, 1.82484], [-1.64246, -0.17919, 0.59450], [-1.69931, -1.09223, -1.65080], [-0.01522, -1.49216, -1.67058], [0.53276, -0.75053, 0.81758], [-1.21614, -3.00236, -0.51824]], "mulliken_charge": [-1.35, 0.26, 0.00, -0.64, 0.33, 0.33, 0.35, 0.25, 0.24, 0.31, 0.37, 0.29, -0.53, -0.20], "lumo_energy_ev": 1.078, "charge": 0, "smiles": "C[C@H]1N[C@@H]1CCl", "de_lowest_kcal_mol": 20.5, "homo_lumo_gap_ev": 10.400}

***

# 2
{"formula": "C8H14N3O2S2Sr", "method": "ωB97M-V/def2-TZVPD", "elements": ["C", "Sr", "N", "N", "H", "H", "H", "H", "H", "H", "H", "H", "H", "H", "O", "S", "O", "N", "C", "S", "C", "C", "C", "C", "C", "C", "H", "H", "H", "H"], "coordinates": [[-1.93969, 0.49670, -3.41723], [0.13424, 0.87149, -2.57746], [2.32677, -0.05365, -1.08998], [1.58204, -0.76240, -4.23710], [2.19594, -1.03687, -0.87654], [1.47167, 3.08797, -2.72152], [-2.81388, 0.64091, -2.70934], [-1.93766, -0.54542, -3.78361], [-1.60701, 1.50267, -4.22178], [1.81511, -1.67088, -3.83241], [2.45067, -0.28423, -4.49616], [1.00130, -0.89026, -5.07147], [3.28670, 0.08979, -1.41664], [2.17029, 0.48538, -0.22008], [0.06180, 2.98909, 1.78682], [0.58218, 1.64462, 1.57299], [1.96346, 1.40142, 1.55476], [-0.14298, 0.94444, 0.17255], [-0.90841, -0.15658, 0.44323], [-1.54345, -1.17259, -0.72668], [-1.02935, -0.42233, 1.85036], [-1.74313, -1.43670, 2.49454], [-1.60393, -1.57644, 3.87348], [-0.77324, -0.70000, 4.61002], [-0.09525, 0.33791, 3.97743], [-0.25589, 0.45126, 2.61224], [-2.39197, -2.07991, 1.89293], [-2.14171, -2.37698, 4.39475], [-0.65851, -0.82982, 5.67959], [0.54389, 1.05144, 4.48232]], "mulliken_charge": [-1.39, 0.93, -0.47, -0.71, 0.20, -0.27, 0.19, 0.21, 0.19, 0.21, 0.25, 0.24, 0.18, 0.23, -0.65, 1.10, -0.70, -0.74, 0.63, -0.41, 0.08, -0.57, -0.47, -0.43, -0.62, 0.26, 0.37, 0.34, 0.36, 0.41], "lumo_energy_ev": 2.371, "charge": -1, "de_lowest_kcal_mol": 46.3, "homo_lumo_gap_ev": 5.245}

***

# 3
{"formula": "ClHN2O", "method": "ωB97M-V/def2-TZVPD", "elements": ["N", "N", "O", "Cl", "H"], "coordinates": [[1.47669, -0.16614, 0.15583], [0.94277, -1.12591, 0.15085], [2.15639, 0.73895, 0.08271], [-2.23073, 0.85648, 0.11330], [-2.34513, -0.30338, -0.50268]], "mulliken_charge": [0.87, -0.33, -0.53, -0.26, 0.26], "lumo_energy_ev": 0.924, "charge": 0, "smiles": "N#[N+][O-].Cl", "de_lowest_kcal_mol": 21.2, "homo_lumo_gap_ev": 12.750}

***

# 4
{"formula": "C5H8O", "method": "ωB97M-V/def2-TZVPD", "elements": ["C", "C", "C", "C", "O", "C", "H", "H", "H", "H", "H", "H", "H", "H"], "coordinates": [[1.46181, -0.38117, 0.47398], [0.64380, 0.59716, -0.33448], [-0.72845, 0.29872, -0.97121], [-1.77305, -0.20245, -0.03688], [-1.28904, 0.46464, 1.05336], [-0.53091, 1.29934, 0.16980], [0.82655, -1.04753, 1.06090], [2.11041, 0.16600, 1.16638], [2.09468, -0.98695, -0.18142], [1.21904, 1.22004, -1.01899], [-0.90865, 0.44313, -2.02858], [-0.82778, -2.26083, 0.24052], [-1.52407, -1.96241, 0.22094], [-0.77435, 2.35231, 0.18569]], "mulliken_charge": [-1.25, 0.24, -0.19, -0.60, -0.23, -0.19, 0.31, 0.34, 0.30, 0.41, 0.37, -0.06, 0.17, 0.37], "lumo_energy_ev": 0.776, "charge": 0, "de_lowest_kcal_mol": 136.3, "homo_lumo_gap_ev": 9.179}